C4H11NO3 | ωB97M-V/def2-TZVPD

```
19
Properties=species:S:1:pos:R:3:forces:R:3
C 1.081421 0.407543 0.115745 -0.16 -1.07 -1.62
C 0.977538 -1.144412 -0.286644 0.76 1.97 3.68
C 0.371628 -2.104618 0.885421 -0.26 1.63 -3.32
O 0.682635 -3.309882 0.562712 0.13 -3.75 -0.34
N -0.196229 1.092503 0.135210 -0.17 0.72 -2.84
C -0.381126 2.493181 -0.634261 1.55 -1.24 2.15
O 0.436524 3.403604 -0.192635 0.40 1.40 0.30
H 1.743370 0.792701 -0.716737 -0.67 0.43 1.07
H 1.576141 0.521170 1.088323 0.41 -0.13 -0.16
H 0.489313 -1.215041 -1.204184 -1.49 -0.22 -1.47
H 1.995345 -1.475537 -0.519119 0.15 -0.30 0.48
H 0.843846 -1.861702 1.822156 -0.09 1.31 1.28
H -0.789551 -1.897075 0.865407 1.18 0.04 0.81
H -0.727684 0.934357 0.941055 -0.53 0.19 1.46
H -1.453881 2.760632 -0.495394 -0.36 -0.50 -0.25
H -0.116697 2.208652 -1.649816 -0.53 -0.47 -1.00
H -1.783766 -1.225119 -0.142844 -0.96 0.93 -0.07
H -2.168234 0.255018 -0.318575 0.21 -0.77 -0.04
O -2.580593 -0.635974 -0.255819 0.44 -0.16 -0.14
```
Forces are in eV/Å.

For the HOMO-LUMO gap, the calculation gives 6.19 eV. As for the multiplicity: 1. The HOMO energy comes out at 0.0272 Eh. Its charge is -2. The energy relative to the best compared isomer or geometry (same formula, charge and spin) is 45.4 kcal/mol.

C30H52BBr41ClNO3Si2 | ωB97M-V/def2-TZVPD

```
131
Properties=species:S:1:pos:R:3:forces:R:3
C -6.503071 -0.966557 0.639208 -0.33 0.40 -0.72
C -5.616954 0.277177 0.404421 -0.36 -0.38 1.45
C -4.106461 0.008353 0.370358 0.10 0.61 -1.13
Br -3.472846 -1.078197 1.877072 -0.10 0.21 -0.17
Si -3.477315 -0.677120 -1.310884 1.04 -0.38 1.30
O -2.425420 0.402426 -2.096063 -1.75 0.03 -0.38
Si -3.125788 1.479260 -3.161626 1.60 0.94 0.17
Br -3.532365 0.575265 -5.216349 0.03 -0.04 0.77
C -1.817894 2.789168 -3.498418 0.01 -0.65 0.09
C -0.380272 2.208460 -3.665716 -0.19 0.75 -0.12
C 0.682798 3.002837 -2.858994 0.32 -0.66 0.14
C 1.752460 2.071821 -2.230237 0.58 0.52 -0.69
C 3.145644 2.751996 -2.125041 -0.15 0.04 0.63
C 3.526500 3.077277 -0.667226 0.70 0.26 0.07
C 4.236620 1.878224 0.019714 -0.31 0.44 -0.90
C 5.727457 1.821601 -0.419943 -0.18 -0.06 0.21
C 6.740623 1.793730 0.742646 -0.26 0.01 -0.53
C 6.544246 2.914637 1.748434 -0.31 -0.49 0.22
O 7.460927 2.688486 2.832607 -1.86 1.75 -0.40
C 7.012719 3.449120 3.977732 -0.70 1.09 -0.61
C -4.657503 2.383614 -2.505569 -0.27 0.78 -1.17
Cl -4.338154 3.242063 -0.939228 0.01 -0.53 -0.10
C -5.030022 3.520906 -3.524257 -0.37 -0.56 0.36
C -6.513580 3.880231 -3.337634 0.14 -0.26 -0.42
B -4.940903 -1.395005 -2.461290 -0.96 -0.59 -0.88
N -4.858097 -2.800493 -2.936912 0.13 0.84 -0.03
O -6.068626 -0.696522 -2.835822 0.84 0.62 -0.03
H -6.012485 -1.781707 1.172989 0.01 0.21 -0.04
H -6.880750 -1.330222 -0.328155 0.18 -0.19 0.22
H -7.400403 -0.654186 1.184196 0.44 -0.30 -0.05
H -5.994198 0.796256 -0.481922 0.45 -0.06 -0.06
H -5.800722 0.964550 1.244716 0.06 -0.04 -0.20
H -3.593916 0.972156 0.474321 -0.01 -0.22 0.19
H -2.643919 -1.844815 -0.938974 0.13 0.05 -0.20
H -1.818953 3.468673 -2.635656 -0.15 -0.08 -0.14
H -2.132008 3.362393 -4.377911 0.12 -0.01 0.19
H -0.335001 1.145462 -3.406490 -0.04 0.16 0.07
H -0.113372 2.302894 -4.724913 -0.02 -0.32 0.14
H 0.207010 3.608338 -2.077708 0.09 -0.02 -0.16
H 1.230102 3.671462 -3.533829 -0.34 0.10 0.10
H 1.863071 1.217473 -2.910791 -0.16 -0.08 0.35
H 1.457827 1.737175 -1.229030 -0.13 -0.25 -0.29
H 3.170285 3.668625 -2.729011 -0.08 -0.16 0.07
H 3.938136 2.104039 -2.522573 -0.22 0.07 -0.04
H 2.672983 3.450347 -0.084701 -0.01 -0.22 -0.20
H 4.264567 3.894465 -0.684263 -0.27 0.01 0.12
H 3.724738 0.979505 -0.352021 0.08 -0.02 0.44
H 4.112514 1.940812 1.103725 0.08 -0.19 -0.13
H 5.857936 0.938666 -1.060972 0.24 0.11 0.22
H 5.962949 2.681299 -1.064408 -0.16 -0.09 0.12
H 6.724744 0.792837 1.219831 -0.59 1.52 -0.34
H 7.745899 1.917785 0.314400 -0.09 -0.20 0.12
H 5.528519 2.922378 2.170728 0.10 -0.11 -0.22
H 6.697940 3.910160 1.301011 0.17 -0.16 0.07
H 7.832768 3.664372 4.647186 -0.06 0.20 -0.13
H 6.237741 2.932761 4.559981 0.03 -0.09 -0.31
H 6.623040 4.425141 3.652223 -0.09 -0.24 -0.04
H -5.557497 1.765578 -2.439989 0.28 -0.11 0.49
H -4.891923 3.157733 -4.552724 0.03 0.00 0.18
H -4.367994 4.389740 -3.386144 -0.56 -0.71 -0.04
H -7.119212 2.963885 -3.403311 0.12 0.14 -0.01
H -6.842558 4.515805 -4.167757 -0.05 0.18 0.37
H -6.718223 4.331185 -2.362277 0.08 0.16 -0.22
H -5.013036 -3.387644 -2.115900 0.09 -0.26 -0.31
H -3.933501 -3.000131 -3.312968 -0.03 -0.31 0.35
H -6.246090 -0.885704 -3.771765 -0.39 -0.46 0.66
C 2.432093 -2.086954 0.207909 -0.06 -0.02 0.10
Br 1.638883 -1.659967 -1.493642 0.04 0.01 0.04
Br 4.356533 -2.041878 0.116060 0.03 0.05 -0.09
Br 1.754224 -0.961548 1.614810 0.04 0.00 -0.10
H 2.149423 -3.102863 0.447672 0.00 0.03 -0.01
C -7.726673 -4.221153 2.921574 -0.06 -0.05 0.04
Br -8.503872 -3.846333 1.199484 0.06 -0.02 0.10
Br -5.798574 -4.106915 2.885165 -0.11 -0.02 -0.04
Br -8.482258 -3.111545 4.303964 0.08 -0.02 -0.12
H -7.978180 -5.245968 3.162670 -0.04 0.05 0.00
C -1.048493 -2.633638 5.357737 0.00 0.01 -0.01
Br -2.638959 -3.565781 4.789221 0.05 0.09 0.05
Br 0.515566 -3.345483 4.497156 0.02 0.05 0.02
Br -1.194269 -0.726448 5.109846 0.00 -0.15 -0.02
H -0.941449 -2.805428 6.419937 -0.01 -0.02 -0.04
C 8.025491 -2.458311 1.039427 -0.04 -0.03 0.13
Br 9.446948 -3.603762 1.663339 -0.01 0.08 -0.06
Br 8.021817 -0.748939 1.925134 0.79 -1.28 0.37
Br 8.049393 -2.253182 -0.879225 -0.01 0.01 0.07
H 7.093205 -2.945459 1.294215 0.04 -0.03 -0.02
C -6.663313 -7.904432 1.910922 0.03 -0.01 -0.01
Br -8.595066 -7.892289 1.919965 0.13 0.00 0.01
Br -5.953437 -9.200746 3.147417 -0.06 0.08 -0.09
Br -5.963341 -8.150803 0.133334 -0.06 0.01 0.12
H -6.334458 -6.929816 2.248428 0.01 -0.03 -0.03
C 9.252532 -6.807464 4.046442 -0.01 0.03 -0.02
Br 9.175339 -8.565549 4.834181 0.01 0.12 -0.03
Br 7.805238 -5.689397 4.658794 0.10 -0.08 0.01
Br 10.971272 -5.976140 4.326337 -0.15 -0.04 -0.01
H 9.129451 -6.931324 2.979085 0.01 0.02 0.03
C -7.379235 0.384989 -7.559789 0.01 0.06 -0.08
Br -6.934424 -0.449701 -5.877069 -0.37 -0.01 -0.57
Br -5.885428 1.365074 -8.283266 -0.08 -0.08 0.06
Br -8.077941 -0.890716 -8.821341 0.08 0.07 0.10
H -8.164229 1.100892 -7.359686 0.03 -0.03 0.03
C 0.802045 -7.793665 5.114119 0.01 0.04 -0.04
Br -0.015966 -7.366402 3.420946 0.05 0.00 0.10
Br 2.724284 -7.669139 5.031221 -0.12 0.03 -0.01
Br 0.080807 -6.717579 6.540737 0.02 -0.08 -0.03
H 0.557620 -8.823029 5.336028 0.01 0.03 0.00
C 5.552260 0.396225 -5.449670 0.00 0.00 0.01
Br 5.177328 2.287547 -5.475220 0.04 -0.11 0.02
Br 7.441154 0.044470 -5.289208 -0.11 0.04 0.02
Br 4.542998 -0.510122 -4.080983 0.03 0.04 0.02
H 5.232448 -0.004968 -6.401268 0.02 0.02 0.03
C -3.272763 6.914084 -5.205385 0.01 0.04 0.03
Br -2.734019 6.088965 -3.548898 0.37 0.71 -0.12
Br -1.895065 8.059962 -5.913299 -0.08 -0.11 0.03
Br -3.841936 5.596699 -6.495770 0.05 0.04 0.08
H -4.128039 7.539027 -4.988789 0.02 -0.02 -0.02
C -9.902738 2.117823 0.925742 0.00 -0.02 0.01
Br -9.686840 0.336989 1.631426 -0.31 0.21 0.01
Br -8.738385 2.432204 -0.580946 -0.06 -0.03 0.06
Br -11.743241 2.498321 0.497242 0.12 -0.04 0.00
H -9.607704 2.807098 1.704698 0.00 -0.02 -0.03
C 5.138808 0.490811 7.456998 0.03 -0.14 0.00
Br 3.551606 -0.373694 6.782775 0.08 0.07 -0.01
Br 6.734129 -0.199464 6.624251 -0.20 0.08 0.06
Br 5.021823 2.410879 7.306151 0.00 -0.10 0.00
H 5.203536 0.261040 8.511455 -0.02 0.02 -0.03
C 10.809254 1.479398 4.540338 -0.21 -0.26 0.32
Br 8.893395 1.664455 4.410210 3.06 -1.95 1.07
Br 11.343729 0.055532 5.742331 0.01 0.06 -0.10
Br 11.612438 1.273153 2.797499 -0.06 -0.02 0.10
H 11.191491 2.400056 4.958935 0.02 -0.04 -0.02
```
Forces are in eV/Å.

For the HOMO-LUMO gap, the calculation gives 8.68 eV. As for the multiplicity: 1. The HOMO energy comes out at -0.3324 Eh.

C3H12NO2 | ωB97M-V/def2-TZVPD

```
18
Properties=species:S:1:pos:R:3:forces:R:3
C 0.276466 -1.476952 0.801586 -0.06 -0.09 -0.03
C 0.516275 -0.207384 -0.020040 -0.58 -1.39 -1.27
C -0.671565 -0.036335 -2.170062 -0.04 -0.17 0.09
N -0.691253 -0.022443 -0.897981 1.74 2.14 0.70
H 0.818989 -1.447130 1.734484 0.00 0.12 0.32
H -0.779643 -1.664001 0.977788 -0.10 0.23 0.31
H 0.632279 -2.351924 0.263286 0.08 0.02 -0.17
H 0.674036 0.712184 0.526543 0.19 0.05 0.14
H 1.291161 -0.458802 -0.728117 0.74 0.59 0.08
H -1.588248 0.012257 -2.748382 -0.02 0.58 0.13
H 0.289608 -0.086822 -2.672798 -0.06 -0.84 -0.08
H -1.306104 0.612116 -0.381158 -1.86 -1.37 -0.41
H -2.795825 1.154976 1.205751 -0.42 0.05 0.22
H -4.021857 0.603446 0.435887 -0.02 0.10 0.06
O -3.061091 0.577704 0.482981 0.45 0.06 -0.07
H 3.607380 0.036087 0.924473 -0.09 0.11 -0.36
H 3.999421 0.983559 1.969194 -0.08 0.54 0.05
O 3.479037 0.965656 1.155195 0.12 -0.71 0.30
```
Forces are in eV/Å.

For the HOMO-LUMO gap, the calculation gives 9.60 eV. As for the multiplicity: 1. The HOMO energy comes out at -0.5384 Eh. Its charge is +1. The energy relative to the best compared isomer or geometry (same formula, charge and spin) is 42.3 kcal/mol.

CH7N5S | ωB97M-V/def2-TZVPD

```
14
Properties=species:S:1:pos:R:3:forces:R:3
N 1.644487 -1.066322 -1.774986 0.02 0.41 0.73
N 0.276597 -0.827381 -1.441492 0.07 -0.72 1.38
C -0.035122 -0.086190 -0.293243 0.09 0.96 0.05
N -0.773363 0.954215 -0.483920 0.18 -0.48 0.66
S -1.346618 1.749452 0.938461 -0.60 0.13 -0.97
N 0.525007 -0.483164 0.909681 0.10 -0.75 -0.44
N 0.899145 -1.824429 1.104348 -0.43 -0.41 0.22
H 2.008892 -1.766070 -1.102930 -0.34 0.63 -0.86
H 2.137402 -0.181608 -1.594013 0.15 -0.53 -0.15
H -0.272589 -0.430105 -2.170593 0.04 0.07 -0.92
H -2.433636 2.212002 0.254542 0.45 -0.06 0.65
H 0.183352 -0.127954 1.788063 -0.36 0.50 -0.36
H 1.822110 -1.968615 0.768442 0.92 -0.04 -0.03
H 0.307987 -2.482173 0.605156 -0.28 0.27 0.03
```
Forces are in eV/Å.

For the HOMO-LUMO gap, the calculation gives 9.12 eV. As for the multiplicity: 1. The HOMO energy comes out at -0.3032 Eh. The energy relative to the best compared isomer or geometry (same formula, charge and spin) is 4.8 kcal/mol. As for the SMILES: NNC(=NS)NN.

C16H48O16 | ωB97M-V/def2-TZVPD

```
80
Properties=species:S:1:pos:R:3:forces:R:3
O -2.825800 -4.453482 -1.607004 -2.22 0.69 0.34
C -1.722065 -3.854860 -0.999848 2.22 -1.98 -0.79
C -1.894439 -2.672584 -0.142952 -1.44 0.81 0.45
O -2.355407 -1.496678 -0.783745 1.70 0.07 -1.20
H -3.613989 -4.253324 -1.051679 0.67 -0.29 -0.68
H -1.296165 -4.665503 -0.371830 0.40 0.53 0.03
H -1.019477 -3.715464 -1.855189 -0.10 0.26 0.70
H -1.109989 -2.549700 0.602048 0.73 0.33 -0.52
H -2.730428 -2.872964 0.474554 -1.11 -0.70 1.07
H -1.689259 -1.314506 -1.495220 -0.86 0.53 0.70
O -0.841608 0.188126 -2.680664 0.08 -0.28 -0.29
C -0.442437 -0.211847 -3.989238 1.15 0.52 -0.58
C 0.478705 -1.426518 -3.913556 0.13 -0.39 -0.89
O 1.652359 -1.052455 -3.133574 -0.66 -0.27 -1.91
H -0.288651 0.940009 -2.400833 -0.26 -0.10 -0.27
H -1.324714 -0.327127 -4.646435 0.39 -0.23 0.43
H 0.253276 0.529061 -4.457697 -0.90 0.05 0.38
H 0.836800 -1.709107 -4.970010 -0.58 0.23 1.68
H -0.024956 -2.277618 -3.404293 0.34 0.28 -0.52
H 1.254242 -0.811362 -2.310726 -0.01 0.28 1.75
O -1.600388 0.305119 2.524825 -0.73 0.72 0.30
C -2.980558 0.509751 2.049695 1.20 1.44 -0.27
C -3.124801 1.920614 1.468651 -0.53 -0.86 -1.55
O -2.879718 2.889948 2.450471 0.52 0.61 -0.22
H -1.505398 0.922805 3.294206 -0.23 -0.76 -0.87
H -3.244946 -0.200940 1.270025 0.34 -0.28 0.22
H -3.628711 0.479421 2.892202 -0.66 -0.52 0.76
H -4.163561 2.023477 1.050072 0.62 -0.08 0.49
H -2.480419 1.940294 0.546364 -0.06 0.48 0.92
H -2.236847 3.585752 2.154831 -0.38 -0.75 0.36
O -1.564257 3.948752 5.110850 0.63 0.03 1.67
C -0.271547 3.535067 4.723835 0.23 1.72 -1.95
C 0.201897 4.513436 3.564773 -0.37 -2.15 -0.41
O -0.550938 4.237178 2.362258 0.46 -0.47 0.07
H -2.234365 3.846854 4.444909 -0.04 -0.42 -0.85
H 0.452265 3.606326 5.544924 -0.59 -0.01 0.14
H -0.265598 2.516585 4.324678 0.09 -0.09 0.06
H 1.256019 4.431854 3.295378 0.18 -0.21 0.36
H -0.010579 5.520070 3.776468 -0.29 1.26 0.79
H -0.171824 3.378786 2.043406 -0.17 0.60 -0.15
O -0.605677 5.378521 -2.058687 -0.14 0.77 0.85
C -1.589579 4.371439 -2.176609 -0.40 0.02 -0.91
C -1.040109 3.435885 -3.253701 0.68 1.50 1.82
O 0.110374 2.709524 -2.821915 -0.30 -0.05 -0.29
H -0.817967 5.963755 -1.307225 0.19 -0.42 -0.50
H -1.753209 3.848821 -1.230398 -0.05 -0.02 0.01
H -2.577235 4.764274 -2.578923 0.97 -0.25 0.58
H -0.833082 4.107826 -4.078453 0.12 -0.38 -0.62
H -1.798019 2.742640 -3.393151 -1.22 -1.53 -1.01
H 0.769811 3.325021 -2.510901 0.26 0.46 0.13
O 2.526106 -3.545884 -3.305631 0.02 1.49 0.02
C 3.829241 -3.753001 -2.778573 0.62 0.65 -2.87
C 3.890919 -3.509149 -1.330180 1.87 -0.75 -0.27
O 2.838332 -4.196266 -0.747110 -1.27 -0.14 1.34
H 2.404656 -2.536404 -3.346624 -0.04 -1.69 0.31
H 4.097876 -4.796625 -3.007250 -0.08 0.33 0.10
H 4.549504 -3.060841 -3.337455 -0.56 -0.97 0.75
H 3.986309 -2.459702 -1.105322 -0.53 0.61 0.39
H 4.874168 -3.970608 -1.070518 -0.77 0.20 0.59
H 2.017402 -4.019406 -1.256648 0.82 -0.07 -0.12
O 1.919682 -2.272569 4.052318 0.00 -0.09 1.00
C 0.678604 -2.635351 3.521039 0.10 0.83 -0.42
C 0.795023 -3.618319 2.419579 0.34 -0.30 0.11
O 1.429396 -2.930381 1.341412 -0.67 0.53 0.48
H 2.488561 -2.162638 3.306464 0.78 0.26 -0.75
H 0.074698 -3.025317 4.291949 -0.64 -0.54 1.11
H 0.171642 -1.759664 3.129853 -0.32 0.40 -0.14
H -0.225711 -3.949600 2.214259 0.07 -0.21 -0.59
H 1.394912 -4.460195 2.790460 -0.06 -0.01 -0.40
H 1.989085 -3.473666 0.787769 0.41 -0.71 -0.43
O 1.300117 -0.546889 -0.286874 0.18 -0.65 0.28
C 2.146647 0.610803 -0.069760 -1.11 -1.01 2.93
C 1.194720 1.799294 0.217877 1.03 0.02 0.20
O 0.623948 1.948682 1.514952 -0.18 -1.20 0.62
H 1.134859 -1.177356 0.482675 0.83 1.21 -1.00
H 2.836541 0.425016 0.825096 -0.89 0.34 -1.04
H 2.799644 0.776504 -0.919353 -0.28 0.05 -0.42
H 0.381078 1.774750 -0.468707 -0.43 -0.07 -0.91
H 1.776489 2.698971 0.070953 0.05 0.48 -0.11
H -0.081481 1.274862 1.718383 0.70 0.33 -0.56
```
Forces are in eV/Å.

For the HOMO-LUMO gap, the calculation gives 10.23 eV. As for the multiplicity: 1. The HOMO energy comes out at -0.3596 Eh. The energy relative to the best compared isomer or geometry (same formula, charge and spin) is 20.9 kcal/mol. As for the SMILES: OCCO.OCCO.OCCO.OCCO.OCCO.OCCO.OCCO.OCCO.

CH4I2N2 | ωB97M-V/def2-TZVPD

```
9
Properties=species:S:1:pos:R:3:forces:R:3
C 0.794322 -0.551707 -0.831988 2.24 0.12 -0.15
N 0.244714 -0.250657 0.493469 -2.12 2.43 0.11
N -0.563382 1.116699 0.569553 1.03 -2.41 -0.42
I -2.614185 0.976215 -0.102580 0.80 -0.21 -0.02
I -0.653415 1.661566 2.576843 0.26 -0.25 -0.26
H 1.765247 0.039591 -0.990418 -1.09 -0.92 0.71
H 1.045311 -1.642235 -0.773356 -0.06 0.93 -0.19
H 0.342802 -0.362146 -1.816836 -1.25 -0.05 0.71
H -0.361413 -0.987327 0.875314 0.20 0.37 -0.49
```
Forces are in eV/Å.

For the HOMO-LUMO gap, the calculation gives 7.97 eV. As for the multiplicity: 1. The HOMO energy comes out at -0.3383 Eh. The energy relative to the best compared isomer or geometry (same formula, charge and spin) is 23.7 kcal/mol.